{
  "formula": "C20H17BO4",
  "method": "ωB97M-V with the def2-TZVPD basis set",
  "smiles": "OB1OCc2ccc(Oc3cccc(OCc4ccccc4)c3)cc21",
  "e_lumo_ev": 0.60,
  "e_above_lowest_kcal_mol": 0.0,
  "energy_ha": -1098.214412,
  "symbols": ["O", "B", "O", "C", "C", "C", "C", "C", "O", "C", "C", "C", "C", "C", "O", "C", "C", "C", "C", "C", "C", "C", "C", "C", "C", "H", "H", "H", "H", "H", "H", "H", "H", "H", "H", "H", "H", "H", "H", "H", "H", "H"],
  "coordinates": [[2.030, -1.190, 2.911], [0.752, -1.718, 2.729], [0.476, -3.064, 3.072], [-0.881, -3.250, 2.621], [-1.397, -1.949, 2.011], [-2.675, -1.682, 1.522], [-2.951, -0.462, 0.927], [-2.017, 0.564, 1.009], [-2.359, 1.814, 0.474], [-1.437, 2.482, -0.349], [-1.231, 3.872, -0.205], [-0.310, 4.543, -0.977], [0.376, 3.838, -1.953], [0.161, 2.451, -2.160], [0.950, 1.838, -3.097], [0.824, 0.391, -3.177], [1.302, -0.373, -1.995], [1.091, -1.739, -1.982], [1.474, -2.520, -0.912], [2.106, -1.919, 0.154], [2.369, -0.568, 0.137], [1.966, 0.196, -0.927], [-0.763, 1.801, -1.377], [-0.776, 0.316, 1.592], [-0.457, -0.935, 2.053], [2.430, -1.915, 3.410], [-1.492, -3.526, 3.519], [-0.898, -4.033, 1.836], [-3.476, -2.438, 1.556], [-3.907, -0.229, 0.533], [-1.732, 4.395, 0.588], [-0.191, 5.609, -0.838], [0.933, 4.399, -2.678], [-0.224, 0.179, -3.414], [1.398, 0.079, -4.071], [0.681, -2.173, -2.855], [1.281, -3.612, -0.912], [2.491, -2.493, 0.987], [2.895, -0.100, 0.931], [2.067, 1.288, -0.855], [-0.826, 0.740, -1.476], [-0.055, 1.091, 1.637]],
  "lowdin_charge": [0.13, -0.56, 0.08, -0.11, -0.16, -0.01, 0.01, -0.23, 0.02, -0.21, -0.02, -0.08, -0.01, -0.28, -0.04, -0.13, -0.23, -0.04, -0.06, -0.10, -0.07, -0.02, 0.05, 0.05, -0.02, 0.11, 0.15, 0.14, 0.12, 0.11, 0.11, 0.11, 0.11, 0.13, 0.15, 0.11, 0.12, 0.11, 0.10, 0.13, 0.11, 0.13]
}

{
  "formula": "C20H17BrN2O2",
  "method": "ωB97M-V with the def2-TZVPD basis set",
  "smiles": "O=C(COc1ccc(Br)cc1)Nc1ccc(Cc2ccncc2)cc1",
  "e_lumo_ev": 0.57,
  "energy_ha": -3606.356426,
  "symbols": ["O", "C", "C", "O", "C", "C", "C", "C", "Br", "C", "C", "N", "C", "C", "C", "C", "C", "C", "C", "C", "N", "C", "C", "C", "C", "H", "H", "H", "H", "H", "H", "H", "H", "H", "H", "H", "H", "H", "H", "H", "H", "H"],
  "coordinates": [[1.858, 3.251, 4.851], [1.551, 2.525, 3.933], [0.442, 1.470, 4.060], [-0.457, 1.616, 2.981], [-0.850, 0.556, 2.233], [-0.703, -0.784, 2.575], [-1.115, -1.773, 1.700], [-1.686, -1.425, 0.491], [-2.205, -2.794, -0.730], [-1.880, -0.096, 0.150], [-1.464, 0.886, 1.021], [2.144, 2.605, 2.720], [1.953, 1.753, 1.608], [2.259, 0.399, 1.697], [2.064, -0.428, 0.610], [1.568, 0.068, -0.591], [1.366, -0.887, -1.743], [0.928, -0.227, -3.016], [1.818, 0.533, -3.769], [1.366, 1.137, -4.930], [0.123, 1.032, -5.369], [-0.722, 0.304, -4.660], [-0.375, -0.342, -3.484], [1.283, 1.424, -0.677], [1.481, 2.262, 0.406], [0.899, 0.479, 4.094], [-0.085, 1.653, 5.003], [-0.278, -1.080, 3.521], [-0.990, -2.812, 1.964], [-2.342, 0.167, -0.788], [-1.596, 1.928, 0.780], [2.740, 3.412, 2.587], [2.667, 0.001, 2.615], [2.305, -1.478, 0.691], [0.627, -1.637, -1.448], [2.310, -1.413, -1.918], [2.844, 0.650, -3.451], [2.028, 1.736, -5.541], [-1.727, 0.237, -5.056], [-1.102, -0.934, -2.950], [0.900, 1.838, -1.598], [1.254, 3.314, 0.326]],
  "lowdin_charge": [0.08, -0.45, -0.08, -0.03, -0.27, -0.02, -0.12, -0.69, 0.73, -0.12, 0.00, 0.14, -0.25, -0.02, -0.03, -0.21, -0.09, -0.24, -0.03, -0.15, 0.05, -0.14, -0.02, -0.02, -0.01, 0.11, 0.14, 0.11, 0.10, 0.10, 0.13, 0.16, 0.12, 0.12, 0.10, 0.13, 0.12, 0.10, 0.10, 0.07, 0.12, 0.12]
}

{
  "formula": "C20H17BrN3O6SSr",
  "method": "ωB97M-V with the def2-TZVPD basis set",
  "total_charge": -1,
  "e_lumo_ev": 2.50,
  "e_above_lowest_kcal_mol": 29.6,
  "energy_ha": -4391.117832,
  "symbols": ["Sr", "Br", "C", "C", "C", "C", "C", "N", "C", "O", "O", "H", "H", "H", "C", "C", "C", "C", "C", "C", "C", "S", "O", "O", "N", "C", "C", "C", "C", "C", "N", "H", "H", "H", "H", "H", "H", "H", "H", "H", "H", "H", "C", "O", "C", "O", "H", "H", "H"],
  "coordinates": [[-0.526, -0.599, 0.204], [-2.713, -4.025, -0.666], [-3.818, -2.484, -0.680], [-5.123, -2.584, -1.131], [-5.904, -1.439, -1.065], [-5.352, -0.269, -0.568], [-4.020, -0.274, -0.181], [-3.268, -1.377, -0.232], [-3.326, 1.013, 0.300], [-4.052, 1.928, 0.674], [-2.063, 0.964, 0.235], [-5.500, -3.520, -1.513], [-6.933, -1.467, -1.400], [-5.913, 0.649, -0.476], [3.374, 5.106, -1.537], [3.218, 3.804, -0.800], [4.119, 3.431, 0.193], [3.944, 2.256, 0.905], [2.865, 1.428, 0.628], [1.970, 1.782, -0.368], [2.146, 2.962, -1.070], [2.843, -0.087, 1.586], [3.200, 0.308, 2.933], [3.760, -0.994, 0.932], [1.333, -0.613, 1.479], [0.889, -1.612, 2.285], [1.663, -2.262, 3.283], [1.074, -3.198, 4.090], [-0.275, -3.526, 3.917], [-0.944, -2.902, 2.894], [-0.395, -1.989, 2.091], [4.377, 5.513, -1.410], [2.664, 5.840, -1.150], [3.173, 4.987, -2.602], [4.969, 4.067, 0.409], [4.632, 1.971, 1.689], [1.124, 1.163, -0.614], [1.436, 3.224, -1.845], [2.703, -1.998, 3.390], [1.656, -3.684, 4.864], [-0.772, -4.251, 4.546], [-1.980, -3.145, 2.679], [0.097, -0.131, -4.399], [-0.163, -0.023, -2.998], [-0.362, -1.230, -2.291], [-0.326, -2.257, -2.950], [-0.024, 0.866, -4.822], [-0.595, -0.831, -4.866], [1.115, -0.489, -4.571]],
  "lowdin_charge": [1.49, 0.76, -0.73, -0.11, -0.06, 0.00, -0.17, 0.06, -0.63, 0.03, -0.28, 0.09, 0.10, 0.11, -0.06, -0.27, -0.04, -0.06, -0.25, -0.04, -0.02, 0.60, -0.32, -0.30, -0.33, -0.42, -0.01, -0.07, -0.09, -0.16, -0.07, 0.07, 0.08, 0.08, 0.11, 0.11, 0.06, 0.12, 0.09, 0.10, 0.09, 0.10, -0.14, -0.23, -0.50, -0.11, 0.07, 0.07, 0.08]
}

{
  "formula": "C20H17BrN3O6SSr",
  "method": "ωB97M-V with the def2-TZVPD basis set",
  "total_charge": -1,
  "e_lumo_ev": 2.51,
  "e_above_lowest_kcal_mol": 1.5,
  "energy_ha": -4391.162635,
  "symbols": ["Sr", "Br", "C", "C", "C", "C", "C", "N", "C", "O", "O", "H", "H", "H", "C", "C", "C", "C", "C", "C", "C", "S", "O", "O", "N", "C", "C", "C", "C", "C", "N", "H", "H", "H", "H", "H", "H", "H", "H", "H", "H", "H", "C", "O", "C", "O", "H", "H", "H"],
  "coordinates": [[0.136, -1.062, -1.438], [-1.336, -4.680, -1.717], [-2.743, -3.413, -1.602], [-4.057, -3.843, -1.653], [-5.042, -2.877, -1.512], [-4.679, -1.555, -1.322], [-3.332, -1.230, -1.316], [-2.377, -2.157, -1.461], [-2.857, 0.213, -1.125], [-3.605, 0.957, -0.495], [-1.724, 0.462, -1.634], [-4.291, -4.888, -1.789], [-6.086, -3.163, -1.542], [-5.402, -0.767, -1.171], [-1.396, 4.470, 3.627], [-0.820, 3.164, 3.146], [-0.011, 2.392, 3.971], [0.500, 1.176, 3.535], [0.205, 0.739, 2.255], [-0.605, 1.498, 1.416], [-1.115, 2.701, 1.865], [0.833, -0.818, 1.677], [1.428, -1.466, 2.820], [-0.289, -1.512, 1.040], [1.790, -0.534, 0.455], [2.875, 0.307, 0.505], [3.536, 0.702, 1.687], [4.604, 1.565, 1.598], [5.022, 2.017, 0.350], [4.329, 1.558, -0.756], [3.286, 0.736, -0.696], [-0.995, 4.746, 4.602], [-2.482, 4.403, 3.712], [-1.173, 5.274, 2.923], [0.217, 2.740, 4.972], [1.113, 0.561, 4.180], [-0.867, 1.137, 0.430], [-1.768, 3.269, 1.214], [3.204, 0.299, 2.634], [5.119, 1.883, 2.498], [5.858, 2.693, 0.237], [4.617, 1.870, -1.755], [1.857, -3.270, -5.295], [1.645, -1.851, -5.273], [0.799, -1.349, -4.319], [0.322, -2.222, -3.548], [2.512, -3.456, -6.144], [0.916, -3.807, -5.416], [2.329, -3.609, -4.372]],
  "lowdin_charge": [1.49, 0.77, -0.72, -0.11, -0.06, 0.00, -0.16, 0.03, -0.65, 0.02, -0.21, 0.09, 0.11, 0.12, -0.06, -0.27, -0.04, -0.06, -0.27, -0.03, -0.02, 0.56, -0.31, -0.45, -0.25, -0.41, -0.03, -0.09, -0.10, -0.16, 0.10, 0.07, 0.08, 0.08, 0.11, 0.11, 0.08, 0.12, 0.09, 0.10, 0.09, 0.10, -0.13, -0.20, -0.37, -0.37, 0.07, 0.07, 0.07]
}

Kohn-Sham gap (computed, hartree): 0.3287; 0.3427; 0.2507; 0.2504
HOMO energy (computed, eV): -8.3; -8.8; -4.3; -4.3